# C37H42AsBrN3RhS2

A molecular structure, C37H42AsBrN3RhS2 (ωB97M-V/def2-TZVPD, the Open Molecules 2025 dataset).

Atoms and positions in Å:
Rh (-0.290, -1.361, 1.812)
C (3.984, 3.902, -1.135)
C (3.639, 2.564, -0.454)
C (3.317, 1.533, -1.508)
C (4.900, 2.053, 0.368)
C (2.480, 2.664, 0.513)
C (2.088, 3.849, 1.085)
C (1.211, 3.936, 2.159)
C (0.640, 2.771, 2.566)
S (-0.873, 2.746, 3.519)
C (-1.144, 1.145, 2.851)
N (-0.130, 0.642, 2.190)
C (0.885, 1.521, 1.867)
C (1.872, 1.485, 0.891)
C (-2.291, 0.355, 3.049)
C (-3.492, 0.743, 3.639)
C (-4.428, -0.240, 3.925)
C (-4.226, -1.542, 3.459)
C (-3.045, -1.898, 2.816)
C (-2.042, -0.969, 2.687)
H (4.562, 3.700, -2.012)
H (4.490, 4.551, -0.433)
H (3.043, 4.410, -1.418)
H (3.992, 1.561, -2.352)
H (2.318, 1.674, -1.950)
H (3.299, 0.551, -1.096)
H (5.756, 1.993, -0.296)
H (4.671, 1.045, 0.716)
H (5.023, 2.722, 1.171)
H (2.600, 4.723, 0.684)
H (0.961, 4.900, 2.613)
H (2.101, 0.563, 0.403)
H (-3.651, 1.768, 3.884)
H (-5.351, 0.009, 4.446)
H (-4.997, -2.313, 3.500)
H (-2.866, -2.893, 2.438)
C (-1.485, -2.028, 0.671)
C (-2.119, -2.935, -0.173)
C (-1.332, -3.827, -0.963)
C (-2.009, -4.691, -1.864)
C (-3.394, -4.626, -2.024)
C (-4.167, -3.783, -1.234)
C (-3.578, -2.915, -0.314)
H (-0.250, -3.865, -0.830)
H (-1.365, -5.286, -2.507)
H (-3.965, -5.187, -2.789)
H (-5.241, -3.836, -1.432)
H (-4.060, -2.238, 0.417)
Br (0.424, -2.162, 4.243)
C (-4.956, 0.507, -2.636)
As (-3.176, -0.249, -2.133)
C (-2.600, -0.797, -3.976)
C (-2.176, 1.483, -1.877)
C (-1.572, 2.122, -3.122)
C (-2.020, 3.391, -3.580)
C (-1.416, 4.009, -4.678)
C (-0.389, 3.366, -5.383)
C (-0.006, 2.097, -5.004)
C (-0.522, 1.491, -3.827)
H (-4.838, 1.591, -2.604)
H (-5.751, 0.118, -1.996)
H (-5.235, 0.124, -3.634)
H (-2.616, 0.114, -4.593)
H (-3.356, -1.574, -4.373)
H (-1.578, -1.204, -4.061)
H (-1.310, 1.241, -1.251)
H (-2.820, 2.226, -1.345)
H (-2.864, 3.888, -3.081)
H (-1.813, 4.975, -4.956)
H (0.003, 3.866, -6.294)
H (0.753, 1.498, -5.584)
H (-0.151, 0.494, -3.527)
C (3.300, -4.641, 2.149)
N (3.519, -3.324, 2.694)
C (4.121, -3.066, 3.989)
C (4.074, -1.592, 4.181)
N (3.387, -1.178, 2.972)
C (3.020, -2.151, 2.189)
S (2.064, -1.952, 0.781)
H (2.386, -5.048, 2.505)
H (4.177, -5.273, 2.373)
H (3.225, -4.490, 1.077)
H (5.196, -3.397, 3.942)
H (3.649, -3.560, 4.845)
H (5.061, -1.091, 4.283)
H (3.464, -1.291, 5.049)
H (3.301, -0.206, 2.690)

Forces on the atoms, in the same order (eV/Å):
0.802 -0.345 2.354
-1.388 -0.252 0.715
0.823 0.051 0.170
-0.880 0.253 -0.940
-1.643 -0.473 -1.748
0.169 -0.510 0.148
1.490 1.526 -0.409
0.201 0.299 -0.055
-0.819 0.191 -0.331
0.824 -0.154 -0.264
-1.597 1.070 1.221
3.420 0.747 -2.338
-2.863 0.817 2.071
-0.078 -0.476 0.400
1.002 0.398 0.254
-0.183 -0.733 0.388
-0.433 -0.073 -0.411
-0.458 -0.441 0.052
-0.002 0.278 0.592
-0.093 -1.174 -0.799
0.580 0.130 -0.499
0.382 0.285 0.005
0.447 -0.199 -0.116
0.594 -0.044 -0.167
0.142 0.203 0.227
0.182 -0.892 0.206
0.357 0.159 0.005
0.084 0.056 0.201
0.551 0.716 1.099
-0.293 0.211 0.445
0.002 -0.343 -0.242
-0.106 -0.350 -0.051
-0.164 0.626 0.320
0.035 0.033 -0.143
-0.075 0.285 0.399
-0.257 -0.154 0.138
-1.166 -0.944 -3.158
-0.095 0.576 0.455
-1.708 -1.372 -0.918
1.457 1.308 0.515
-0.418 -0.744 -0.886
-0.170 1.028 0.831
0.699 -0.829 0.060
-0.301 0.080 -0.072
-0.300 -0.313 -0.060
0.786 0.050 0.408
0.127 0.321 0.392
-0.150 -0.540 -0.889
0.612 -0.406 0.743
0.246 -0.528 -0.761
0.146 -0.469 0.405
-0.877 -0.291 -0.656
0.522 0.746 -0.864
-0.075 0.312 0.103
0.334 -0.642 -0.154
-0.220 -0.603 0.601
-0.578 0.844 -0.835
0.899 -1.506 0.706
-0.337 0.631 -0.746
-0.521 -0.082 -0.147
0.304 0.337 0.387
0.281 0.557 0.135
-0.203 -0.384 -0.144
1.177 1.212 0.706
-0.560 -0.029 0.423
-0.404 -0.172 0.324
0.430 -0.753 -0.286
0.485 -0.266 -0.106
0.243 0.135 -0.280
-0.104 -0.543 0.748
-0.798 0.927 0.602
-0.274 0.736 -0.072
0.950 0.926 -0.359
-0.412 1.063 0.104
1.774 -1.739 0.350
-0.403 1.855 0.238
0.852 2.247 0.498
-0.600 -1.748 -1.140
0.629 -0.588 0.190
-0.815 -0.655 0.438
-0.407 0.148 0.010
-0.094 -0.277 -0.178
-0.768 -0.030 0.183
-0.229 -0.242 -0.445
-0.411 -0.399 -0.213
0.136 -0.239 -0.237
-0.446 -0.425 0.154

Results
* lowest unoccupied orbital energy (spin up / spin down): 4.17 / 4.16 eV
* energy relative to the best compared isomer or geometry (same formula, charge and spin): 3.04 kcal/mol
* total charge: -2
* spin multiplicity: 5
* gap between HOMO and LUMO (spin up / spin down): 2.8667 / 5.2597 eV
* largest force on an atom: 4.21 eV/Å
* HOMO (spin up / spin down): 0.0479 / -0.0404 Eh

---

# C6H8

C6H8 in the gas phase (ωB97M-V/def2-TZVPD, the Open Molecules 2025 dataset).

Atoms and positions in Å:
C (-0.457, 0.211, -2.908)
C (-0.484, 0.109, -1.708)
C (-0.434, -0.361, -0.328)
C (0.995, -0.531, 0.278)
C (0.588, 0.315, 1.506)
C (-0.848, 0.442, 0.942)
H (-0.356, 0.376, -3.955)
H (-1.023, -1.278, -0.375)
H (1.251, -1.571, 0.492)
H (1.797, -0.095, -0.326)
H (0.668, -0.197, 2.471)
H (1.117, 1.270, 1.583)
H (-1.240, 1.454, 0.816)
H (-1.573, -0.145, 1.512)

Forces on the atoms, in the same order (eV/Å):
0.135 0.334 0.410
0.069 0.000 -0.342
-0.071 -0.198 -0.063
0.094 -0.116 -0.070
0.034 0.065 0.103
-0.180 0.075 0.017
-0.132 -0.008 0.057
0.258 -0.228 0.225
-0.006 0.123 0.003
-0.229 -0.088 0.037
-0.056 0.119 -0.186
-0.068 -0.182 -0.044
0.121 -0.133 -0.117
0.032 0.237 -0.030

Results
* lowest unoccupied orbital energy: 1.11 eV
* energy relative to the best compared isomer or geometry (same formula, charge and spin): 43.81 kcal/mol
* SMILES: C#CC1CCC1
* gap between HOMO and LUMO: 10.8234 eV
* largest force on an atom: 0.55 eV/Å
* HOMO: -0.3571 Eh

---

Copy entry 2 word for word.
# C6H8

C6H8 in the gas phase (ωB97M-V/def2-TZVPD, the Open Molecules 2025 dataset).

Atoms and positions in Å:
C (-0.457, 0.211, -2.908)
C (-0.484, 0.109, -1.708)
C (-0.434, -0.361, -0.328)
C (0.995, -0.531, 0.278)
C (0.588, 0.315, 1.506)
C (-0.848, 0.442, 0.942)
H (-0.356, 0.376, -3.955)
H (-1.023, -1.278, -0.375)
H (1.251, -1.571, 0.492)
H (1.797, -0.095, -0.326)
H (0.668, -0.197, 2.471)
H (1.117, 1.270, 1.583)
H (-1.240, 1.454, 0.816)
H (-1.573, -0.145, 1.512)

Forces on the atoms, in the same order (eV/Å):
0.135 0.334 0.410
0.069 0.000 -0.342
-0.071 -0.198 -0.063
0.094 -0.116 -0.070
0.034 0.065 0.103
-0.180 0.075 0.017
-0.132 -0.008 0.057
0.258 -0.228 0.225
-0.006 0.123 0.003
-0.229 -0.088 0.037
-0.056 0.119 -0.186
-0.068 -0.182 -0.044
0.121 -0.133 -0.117
0.032 0.237 -0.030

Results
* lowest unoccupied orbital energy: 1.11 eV
* energy relative to the best compared isomer or geometry (same formula, charge and spin): 43.81 kcal/mol
* SMILES: C#CC1CCC1
* gap between HOMO and LUMO: 10.8234 eV
* largest force on an atom: 0.55 eV/Å
* HOMO: -0.3571 Eh